# 1
Computed, not measured: a structure of composition C7H8LaO5, with ωB97M-V with the def2-TZVPD basis set.

Cartesian coordinates (Å):
La1 0.24 -0.08 -0.97
O1 0.15 2.88 0.95
C1 0.13 2.05 0.16
C2 -0.02 -2.37 0.45
O2 -0.14 -3.42 0.89
C3 2.55 -0.31 0.14
O3 3.48 -0.32 0.81
C4 -2.00 -0.05 0.30
O4 -2.99 0.02 0.87
C5 0.10 0.48 -3.51
H1 -0.80 1.09 -3.65
H2 1.06 1.01 -3.63
C6 0.04 -0.90 -3.60
H3 0.94 -1.50 -3.78
H4 -0.91 -1.41 -3.80
C7 -0.44 0.75 3.32
O5 0.03 0.21 2.07
H5 -1.45 1.11 3.27
H6 0.21 1.57 3.63
H7 -0.36 -0.07 4.01
H8 0.17 -0.75 2.07

Properties
- LUMO level (eV) = -14.5
- electronic energy (Ha) = -678.06578
- HOMO-LUMO gap (eV) = 7.48
- net charge = +3

---

# 2
Computed, not measured: a structure of composition C7H8N, with ωB97M-V with the def2-TZVPD basis set.

Cartesian coordinates (Å):
C1 -1.64 -1.02 0.73
C2 -0.52 -0.43 0.77
C3 2.15 -1.30 -0.81
C4 -2.55 -1.85 1.08
C5 0.79 -0.78 -0.74
C6 0.60 0.24 0.39
C7 0.53 1.64 -0.23
N1 1.29 -2.18 -0.62
H1 3.14 -0.78 -0.92
H2 -2.42 -2.53 1.93
H3 -3.61 -1.76 0.65
H4 0.11 -0.67 -1.66
H5 1.32 0.02 1.08
H6 1.33 1.96 -0.77
H7 0.41 2.51 0.45
H8 -0.27 1.69 -0.93

Properties
- LUMO level (spin up / spin down) (eV) = -6.1 / -6.1
- electronic energy (Ha) = -325.78098
- HOMO-LUMO gap (spin up / spin down) (eV) = 8.30 / 8.30
- net charge = +1

---

# 3
Computed, not measured: a cluster of 2 separate species, C7H8N2O in total, with ωB97M-V with the def2-TZVPD basis set.

Cartesian coordinates (Å):
C1 -4.89 0.34 -1.42
C2 -3.47 0.07 -1.36
C3 -2.27 -0.10 -1.24
C4 -0.91 -0.15 -0.95
C5 0.24 -0.01 -0.60
C6 1.56 0.11 0.05
N1 2.07 -1.19 0.43
C7 2.50 0.90 -0.81
N2 3.27 1.65 -1.24
H1 -5.08 1.42 -1.51
H2 -5.34 -0.16 -2.29
H3 -5.39 -0.02 -0.51
H4 1.42 0.70 0.97
H5 2.39 -1.74 -0.36
H6 2.83 -1.19 1.10
O1 3.86 -0.37 2.93
H7 4.08 -0.57 3.85
H8 3.14 0.30 2.97

Properties
- LUMO level (eV) = 0.3
- electronic energy (Ha) = -456.14329
- HOMO-LUMO gap (eV) = 9.65
- net charge = 0

---

# 4
Computed, not measured: the molecule C7H8N2O2, with ωB97M-V with the def2-TZVPD basis set.

Cartesian coordinates (Å):
C1 -2.41 -1.47 -0.05
C2 -0.94 0.47 0.11
C3 -0.84 1.83 0.03
C4 1.38 1.78 0.00
C5 1.39 0.37 0.00
C6 0.18 -0.28 0.04
C7 2.72 -0.29 0.02
H1 -2.32 -1.81 0.96
H2 -3.39 -1.96 -0.28
H3 -1.57 -1.81 -0.68
H4 -2.97 0.48 -0.25
H5 -1.79 2.35 -0.05
H6 2.29 2.23 -0.26
H7 0.17 -1.33 -0.05
H8 3.66 -1.77 0.21
N1 -2.32 -0.05 0.19
N2 0.28 2.52 -0.03
O1 2.75 -1.60 -0.06
O2 3.74 0.34 0.16

Properties
- LUMO level (eV) = 0.2
- electronic energy (Ha) = -531.51307
- HOMO-LUMO gap (eV) = 8.90
- net charge = 0

---

# 5
Computed, not measured: a cluster of 2 separate species, C7H8N2O3 in total, with ωB97M-V with the def2-TZVPD basis set.

Cartesian coordinates (Å):
C1 2.36 1.24 -0.64
C2 0.97 -0.46 -0.67
C3 -2.36 -2.09 -0.85
C4 -0.12 -1.07 -1.18
C5 -1.10 -1.85 -0.42
C6 -1.77 2.15 0.93
C7 2.08 0.90 0.80
N1 1.74 0.39 -1.37
N2 1.22 -0.30 0.71
O1 -2.39 2.28 1.88
O2 -1.13 1.99 -0.04
O3 0.07 -0.30 1.56
H1 3.08 1.93 -1.11
H2 -3.06 -2.66 -0.29
H3 -2.55 -1.44 -1.75
H4 -0.24 -1.00 -2.24
H5 -0.64 -2.24 0.53
H6 2.95 0.60 1.44
H7 1.41 1.57 1.55
H8 -0.50 0.36 1.16

Properties
- LUMO level (spin up / spin down) (eV) = 0.1 / 0.1
- electronic energy (Ha) = -606.65321
- HOMO-LUMO gap (spin up / spin down) (eV) = 7.94 / 7.94
- net charge = 0

---

# 6
Computed, not measured: a cluster of 2 separate species, C7H8N2O3 in total, with ωB97M-V with the def2-TZVPD basis set.

Cartesian coordinates (Å):
C1 -1.58 -0.69 -0.64
C2 -1.02 -1.69 -1.53
C3 0.24 -1.69 -0.67
C4 3.22 -0.96 -2.42
C5 -0.09 2.55 1.84
C6 -0.98 1.33 1.77
C7 -0.22 0.23 1.20
N1 -1.44 -2.50 -2.46
N2 -0.56 -0.60 0.25
O1 3.01 -1.66 -3.31
O2 1.34 -2.08 -0.61
O3 3.36 -0.18 -1.60
H1 -2.49 -0.13 -0.65
H2 -0.42 3.22 2.75
H3 0.92 2.26 2.05
H4 0.03 3.20 1.02
H5 -1.36 0.95 2.71
H6 -1.86 1.61 1.16
H7 0.55 -0.10 1.91
H8 -0.69 -3.06 -2.75

Properties
- LUMO level (eV) = 0.2
- electronic energy (Ha) = -606.68109
- HOMO-LUMO gap (eV) = 7.71
- net charge = 0

---

# 7
Computed, not measured: a cluster of 3 separate species, C7H8N2O4P in total, with ωB97M-V with the def2-TZVPD basis set.

Cartesian coordinates (Å):
C1 -1.54 1.34 -0.58
C2 -2.47 1.30 0.43
C3 -1.02 0.12 -0.90
C4 -2.73 0.19 1.22
C5 -1.24 -1.00 -0.01
C6 4.62 1.31 -0.97
C7 2.14 -1.43 0.94
N1 -2.07 -1.01 0.97
N2 3.08 -2.26 0.55
O1 5.22 0.94 -0.06
O2 2.66 0.82 -0.55
O3 4.28 1.74 -2.00
O4 2.34 0.89 1.85
P1 1.66 0.27 0.45
H1 -1.51 2.09 -1.30
H2 -2.99 2.16 0.68
H3 -0.31 0.10 -1.75
H4 -3.38 0.20 2.04
H5 1.94 -1.49 2.00
H6 -0.68 -1.91 -0.17
H7 3.25 -2.08 -0.53
H8 3.29 0.83 1.56

Properties
- LUMO level (eV) = 3.4
- electronic energy (Ha) = -1023.41789
- HOMO-LUMO gap (eV) = 6.85
- net charge = -1

---

# 8
Computed, not measured: a structure of composition C7H8N2O4SV, with ωB97M-V with the def2-TZVPD basis set.

Cartesian coordinates (Å):
V1 1.12 -0.37 0.22
O1 -0.44 -1.04 -2.39
C1 0.25 -0.87 -1.46
C2 -0.13 0.96 1.73
O2 -0.24 1.53 2.69
C3 -0.27 -1.57 0.81
O3 -1.07 -2.30 1.21
C4 0.94 1.33 -0.69
O4 0.91 2.37 -1.20
H1 -2.93 1.06 -0.45
H2 -2.84 1.37 0.20
S1 3.07 -0.71 1.06
C5 3.00 -1.66 -0.49
N1 2.70 -2.97 -0.62
C6 3.40 -3.59 -1.77
C7 4.10 -2.37 -2.44
N2 3.71 -1.25 -1.55
H3 2.16 -3.47 0.07
H4 2.71 -4.07 -2.47
H5 4.12 -4.33 -1.40
H6 3.73 -2.23 -3.46
H7 5.19 -2.49 -2.45
H8 3.96 -0.28 -1.67

Properties
- LUMO level (spin up / spin down) (eV) = -14.9 / -15.6
- spin multiplicity = 3
- electronic energy (Ha) = -2022.90223
- HOMO-LUMO gap (spin up / spin down) (eV) = 6.89 / 6.24
- net charge = +3

---

# 9
Computed, not measured: a structure of composition C7H8N2O4V, with ωB97M-V with the def2-TZVPD basis set.

Cartesian coordinates (Å):
V1 0.00 0.00 -2.25
C1 0.01 1.78 -2.82
O1 0.01 2.88 -3.18
C2 0.00 -0.55 -4.08
O2 0.00 -0.85 -5.19
C3 -1.91 0.01 -2.25
O3 -3.06 0.04 -2.26
C4 1.91 -0.01 -2.25
O4 3.06 0.02 -2.26
H1 -0.01 -1.53 -1.34
H2 -0.01 -1.78 -2.11
C5 0.70 1.06 3.21
N1 0.00 0.00 2.48
C6 -0.70 -1.06 3.21
C7 0.00 0.00 1.01
N2 0.00 0.00 -0.25
H3 0.60 0.90 4.26
H4 0.29 2.01 2.95
H5 1.74 1.05 2.95
H6 -1.74 -1.05 2.95
H7 -0.29 -2.01 2.95
H8 -0.60 -0.90 4.26

Properties
- LUMO level (spin up / spin down) (eV) = -8.4 / -10.8
- spin multiplicity = 4
- electronic energy (Ha) = -1625.24248
- HOMO-LUMO gap (spin up / spin down) (eV) = 8.59 / 6.19
- net charge = +2

---

# 10
Computed, not measured: the molecule C7H8N2O5, with ωB97M-V with the def2-TZVPD basis set.

Cartesian coordinates (Å):
O1 -1.94 -3.68 3.77
O2 1.83 0.61 -0.63
O3 -3.54 -3.04 2.39
O4 -1.70 -1.22 1.22
O5 2.41 2.82 -2.49
C1 0.56 -1.29 1.40
C2 -0.05 -2.28 2.31
C3 -0.50 -0.69 0.81
C4 -1.40 -2.20 2.14
C5 -0.47 0.34 -0.27
N1 -2.34 -3.04 2.80
N2 0.67 0.82 -0.96
C6 1.01 2.93 -2.22
C7 0.43 1.52 -2.21
H1 2.81 2.27 -1.79
H2 1.59 -1.10 1.23
H3 0.45 -2.98 3.00
H4 -1.44 0.60 -0.73
H5 0.80 3.52 -1.32
H6 0.59 3.50 -3.07
H7 0.87 0.96 -3.04
H8 -0.65 1.63 -2.35

Properties
- LUMO level (eV) = -1.3
- electronic energy (Ha) = -757.02586
- HOMO-LUMO gap (eV) = 7.55
- net charge = 0

---

# 11
Computed, not measured: the molecule C7H8N2OS3, with ωB97M-V with the def2-TZVPD basis set.

Cartesian coordinates (Å):
C1 -0.53 0.89 0.58
C2 0.31 -0.26 0.88
C3 -2.01 -0.86 0.11
C4 -4.06 -0.52 -0.66
C5 -0.28 2.32 0.74
C6 2.61 -0.76 -1.06
C7 2.76 -1.28 0.30
N1 -3.14 -1.39 -0.33
N2 -1.80 0.49 0.21
O1 -5.20 -0.47 -0.96
S1 -0.61 -1.70 0.67
S2 -3.10 1.31 -0.61
S3 1.93 -0.18 1.50
H1 0.84 2.48 0.65
H2 -0.55 2.83 1.59
H3 -0.80 2.88 -0.12
H4 2.49 -1.72 -1.71
H5 1.65 -0.30 -1.11
H6 3.37 -0.24 -1.64
H7 3.79 -1.35 0.57
H8 2.33 -2.17 0.42

Properties
- LUMO level (eV) = 0.1
- electronic energy (Ha) = -1650.81111
- HOMO-LUMO gap (eV) = 8.49
- net charge = 0

---

# 12
Computed, not measured: the molecule C7H8N2S, with ωB97M-V with the def2-TZVPD basis set.

Cartesian coordinates (Å):
C1 -0.27 -1.40 -2.09
C2 -0.37 -2.54 -1.26
C3 -0.13 -0.35 -1.21
C4 -0.17 -2.10 0.05
C5 0.59 2.29 0.82
C6 -0.73 2.41 0.80
C7 1.02 0.87 1.23
N1 -0.14 -0.77 0.06
N2 0.00 -0.11 1.17
S1 -1.68 1.08 1.40
H1 -0.30 -1.50 -3.13
H2 -0.45 -3.55 -1.46
H3 0.02 0.68 -1.43
H4 -0.27 -2.74 0.84
H5 1.25 2.96 0.44
H6 -1.27 3.27 0.81
H7 1.82 0.47 0.64
H8 1.07 1.05 2.33

Properties
- LUMO level (eV) = -0.2
- electronic energy (Ha) = -779.08598
- HOMO-LUMO gap (eV) = 8.12
- net charge = 0

---

no.,largest force on an atom (eV/Å)
1,7.71
2,4.53
3,1.57
4,4.22
5,4.10
6,3.83
7,3.51
8,9.00
9,8.94
10,6.20
11,4.74
12,5.13